No. 1
{"formula": "C20H21Cl5IrN6O2STe4", "method": "the ωB97M-V functional and the def2-TZVPD basis", "symbols": ["Ir", "O", "N", "O", "C", "C", "C", "C", "C", "C", "N", "C", "C", "N", "C", "C", "C", "C", "H", "H", "H", "H", "H", "H", "H", "Te", "Te", "Te", "Te", "Cl", "C", "Cl", "Cl", "C", "N", "C", "C", "N", "C", "S", "N", "C", "C", "H", "H", "H", "H", "H", "H", "H", "H", "H", "H", "H", "H", "Cl", "C", "Cl", "H", "H"], "coordinates": [[-1.781, -1.207, -0.897], [0.495, 2.471, 5.466], [0.888, 2.159, 4.370], [1.994, 2.375, 3.913], [-0.037, 1.388, 3.519], [-0.933, 0.593, 4.141], [-1.758, -0.299, 3.392], [-2.708, -1.141, 3.998], [-3.403, -2.027, 3.214], [-3.138, -2.069, 1.843], [-2.274, -1.267, 1.250], [-1.599, -0.369, 2.001], [-0.716, 0.545, 1.343], [-0.684, 0.512, -0.001], [0.049, 1.384, -0.661], [0.808, 2.358, -0.010], [0.829, 2.387, 1.363], [0.060, 1.451, 2.085], [-1.000, 0.615, 5.220], [-2.872, -1.087, 5.066], [-4.143, -2.695, 3.630], [-3.650, -2.793, 1.223], [0.015, 1.329, -1.740], [1.366, 3.081, -0.587], [1.425, 3.118, 1.885], [-4.192, 0.301, -1.188], [-6.078, -1.508, -0.646], [-5.060, -3.979, -1.056], [-2.534, -3.658, -1.804], [-2.311, -2.562, -5.634], [-2.075, -0.837, -5.285], [-3.651, -0.011, -5.232], [-1.041, -0.114, -6.515], [-1.492, -0.717, -3.950], [-1.138, -0.690, -2.855], [3.926, -0.096, -3.130], [3.812, -1.456, -2.452], [2.445, -1.747, -2.003], [1.919, -1.752, -0.791], [0.383, -2.570, -0.587], [2.477, -1.264, 0.305], [3.752, -0.570, 0.528], [3.698, 0.145, 1.868], [4.962, 0.077, -3.414], [3.608, 0.703, -2.460], [3.314, -0.059, -4.031], [4.495, -1.534, -1.611], [4.078, -2.236, -3.165], [1.835, -2.105, -2.722], [1.981, -1.494, 1.155], [3.921, 0.148, -0.275], [4.570, -1.293, 0.541], [2.979, 0.962, 1.857], [4.677, 0.559, 2.097], [3.440, -0.553, 2.666], [-2.749, 3.194, 0.516], [-2.814, 3.973, -1.069], [-2.514, 2.798, -2.376], [-2.051, 4.742, -1.102], [-3.806, 4.392, -1.207]], "e_homo_ev": [-12.45, -12.25], "homo_lumo_gap_ev": [6.0, 4.8], "s_squared": 0.759, "total_charge": 2, "multiplicity": 2}

=====

No. 2
{"formula": "C20H21ClF3N4O3PdS", "method": "the ωB97M-V functional and the def2-TZVPD basis", "symbols": ["Pd", "C", "C", "N", "C", "S", "N", "N", "C", "C", "C", "C", "C", "C", "C", "N", "H", "H", "H", "H", "H", "H", "H", "H", "H", "H", "H", "H", "H", "C", "C", "C", "C", "Cl", "C", "C", "C", "O", "C", "C", "O", "O", "H", "H", "H", "H", "H", "H", "H", "H", "F", "C", "F", "F"], "coordinates": [[0.706, 0.235, -0.365], [3.753, -1.466, 4.341], [3.731, -2.402, 3.137], [2.400, -2.704, 2.662], [1.633, -1.932, 1.846], [2.364, -0.486, 1.211], [0.433, -2.460, 1.632], [-0.343, -1.753, 0.794], [-1.500, -2.206, 0.490], [-2.044, -3.498, 1.033], [-2.279, -1.385, -0.473], [-3.634, -1.622, -0.706], [-4.316, -0.853, -1.634], [-3.634, 0.141, -2.315], [-2.291, 0.328, -2.012], [-1.635, -0.403, -1.124], [4.780, -1.270, 4.658], [3.209, -1.902, 5.182], [3.283, -0.519, 4.077], [4.205, -3.354, 3.391], [4.296, -1.960, 2.316], [1.909, -3.495, 3.044], [-1.214, -4.189, 1.168], [-2.780, -3.944, 0.365], [-2.509, -3.351, 2.012], [-4.149, -2.393, -0.151], [-5.369, -1.027, -1.819], [-4.120, 0.761, -3.056], [-1.706, 1.103, -2.494], [-0.620, 6.842, -2.848], [0.635, 6.419, -2.141], [1.870, 6.945, -2.475], [3.015, 6.526, -1.815], [4.560, 7.214, -2.259], [2.946, 5.573, -0.821], [1.713, 5.036, -0.472], [0.561, 5.460, -1.122], [-0.690, 5.022, -0.834], [-0.834, 4.057, 0.193], [-0.313, 2.663, -0.165], [-0.207, 1.865, 0.810], [-0.038, 2.396, -1.350], [-0.400, 7.583, -3.616], [-1.339, 7.265, -2.143], [-1.106, 5.983, -3.314], [1.945, 7.687, -3.261], [3.845, 5.233, -0.325], [1.677, 4.269, 0.289], [-1.906, 3.980, 0.372], [-0.357, 4.394, 1.117], [0.741, -0.808, -2.849], [1.525, -0.862, -1.725], [1.702, -2.183, -1.483], [2.739, -0.398, -2.126]], "e_homo_ev": -4.42, "homo_lumo_gap_ev": 7.2, "total_charge": -1}

=====

No. 3
{"formula": "C20H21ClN5O2Se2W", "method": "the ωB97M-V functional and the def2-TZVPD basis", "symbols": ["W", "Cl", "C", "C", "C", "C", "O", "C", "C", "O", "C", "H", "H", "H", "H", "Se", "N", "C", "C", "C", "C", "C", "C", "N", "H", "H", "H", "H", "Se", "C", "N", "C", "C", "N", "C", "C", "N", "C", "C", "H", "H", "H", "H", "H", "H", "H", "H", "H", "H", "H", "H", "H"], "coordinates": [[0.483, -0.388, -0.125], [-5.899, -0.991, 3.126], [-4.352, -0.572, 2.537], [-3.581, 0.396, 3.203], [-2.327, 0.732, 2.734], [-1.781, 0.110, 1.607], [-0.546, 0.427, 1.188], [-2.567, -0.861, 0.894], [-2.146, -1.465, -0.319], [-1.031, -1.178, -0.902], [-3.853, -1.169, 1.391], [-3.982, 0.883, 4.078], [-1.756, 1.499, 3.237], [-2.824, -2.147, -0.833], [-4.461, -1.870, 0.843], [-0.039, 1.641, -1.513], [1.782, -0.646, -1.436], [2.303, -0.428, -2.618], [3.320, -1.216, -3.206], [3.805, -0.948, -4.458], [3.326, 0.144, -5.214], [2.374, 0.970, -4.693], [1.819, 0.744, -3.402], [0.930, 1.566, -2.928], [3.679, -2.064, -2.637], [4.562, -1.588, -4.885], [3.719, 0.305, -6.206], [2.002, 1.824, -5.239], [0.390, -4.909, 0.800], [0.569, -3.242, 0.893], [0.697, -2.035, 0.933], [3.967, 2.229, 1.607], [2.791, 1.703, 0.752], [2.256, 0.441, 1.314], [1.842, 0.697, 2.717], [3.046, 1.149, 3.574], [4.230, 1.262, 2.695], [4.560, -0.065, 2.129], [3.337, -0.578, 1.340], [3.735, 3.205, 2.035], [4.866, 2.354, 1.000], [3.127, 1.525, -0.277], [1.980, 2.446, 0.723], [1.405, -0.224, 3.120], [1.060, 1.465, 2.715], [3.263, 0.432, 4.370], [2.853, 2.118, 4.042], [5.027, 1.599, 3.247], [4.814, -0.745, 2.945], [5.437, 0.023, 1.486], [2.937, -1.488, 1.804], [3.622, -0.829, 0.311]], "e_homo_ev": [-16.52, -16.64], "homo_lumo_gap_ev": [5.5, 4.2], "s_squared": 2.043, "total_charge": 3, "multiplicity": 3}

=====

No. 4
{"formula": "C20H21CrIN4O5S4", "method": "the ωB97M-V functional and the def2-TZVPD basis", "symbols": ["Cr", "S", "C", "N", "C", "C", "C", "C", "C", "C", "S", "H", "H", "H", "H", "O", "O", "N", "C", "C", "C", "C", "C", "C", "S", "O", "O", "N", "C", "S", "C", "C", "N", "H", "H", "H", "H", "H", "H", "H", "H", "I", "C", "C", "C", "C", "O", "H", "H", "H", "H", "H", "H", "H", "H", "H"], "coordinates": [[0.743, -0.028, -0.695], [-1.465, -1.187, 0.888], [-0.834, -2.260, -0.205], [0.218, -1.970, -0.976], [0.627, -3.026, -1.782], [1.716, -3.065, -2.651], [1.960, -4.221, -3.376], [1.148, -5.345, -3.252], [0.072, -5.324, -2.379], [-0.175, -4.171, -1.651], [-1.429, -3.891, -0.477], [2.372, -2.217, -2.756], [2.809, -4.244, -4.048], [1.359, -6.236, -3.829], [-0.565, -6.193, -2.260], [1.866, -0.134, -2.049], [2.194, 0.705, -2.937], [-0.450, -1.501, 6.248], [-0.633, -0.441, 5.348], [0.353, 0.535, 5.200], [0.177, 1.574, 4.306], [-0.993, 1.659, 3.563], [-1.990, 0.711, 3.724], [-1.815, -0.330, 4.618], [-1.124, 2.875, 2.296], [-2.514, 2.988, 1.945], [-0.430, 4.064, 2.755], [-0.347, 2.167, 1.088], [0.873, 2.494, 0.739], [1.817, 3.899, 1.210], [3.115, 3.367, 0.186], [2.801, 2.219, -0.430], [1.548, 1.724, -0.135], [0.521, -1.737, 6.386], [-0.977, -2.324, 5.999], [1.273, 0.459, 5.768], [0.954, 2.316, 4.166], [-2.890, 0.781, 3.126], [-2.586, -1.085, 4.723], [4.042, 3.912, 0.113], [3.442, 1.670, -1.098], [2.268, -0.990, 1.264], [-2.659, 1.586, -2.120], [-1.199, 1.383, -2.502], [-0.475, 2.714, -2.650], [-1.056, 0.509, -3.739], [-0.619, 0.696, -1.387], [-3.185, 2.134, -2.904], [-2.721, 2.144, -1.185], [-3.144, 0.620, -1.974], [-0.931, 3.291, -3.458], [0.578, 2.552, -2.880], [-0.553, 3.286, -1.725], [-1.550, 0.993, -4.585], [-1.529, -0.461, -3.575], [-0.007, 0.356, -3.990]], "e_homo_ev": [-5.02, -5.04], "homo_lumo_gap_ev": [5.9, 6.2], "s_squared": 1.107, "total_charge": -1, "multiplicity": 2}

=====

Number 1: DFT total energy -5128.787930 Eh. Number 2: DFT total energy -2505.444644 Eh. Number 3: DFT total energy -6528.090855 Eh. Number 4: DFT total energy -4304.894727 Eh.